[1]
Formula: C27H31BrN4OReSSi
Source: the Open Molecules 2025 dataset
Level of theory: the ωB97M-V functional and the def2-TZVPD basis

Structure (ORCA input):
```
! wB97M-V def2-TZVPD RIJCOSX def2/J DEFGRID3
* xyz 0 2
Re 1.734 -1.076 0.844
N 5.221 -2.456 2.988
C 4.102 -1.773 2.612
S 4.034 -1.204 0.939
N 3.194 -1.542 3.502
N 2.187 -0.740 2.947
C 1.827 0.227 3.706
C 1.115 1.383 3.214
C 0.645 2.326 4.144
C 0.108 3.523 3.736
C 0.067 3.816 2.367
C 0.542 2.916 1.439
C 1.056 1.686 1.853
O 1.439 0.828 0.879
H 5.770 -2.887 2.266
H 5.196 -2.909 3.885
H 2.222 0.245 4.720
H 0.721 2.090 5.200
H -0.263 4.233 4.463
H -0.340 4.761 2.027
H 0.510 3.120 0.377
C 1.772 -0.990 -1.317
Si 0.127 -0.514 -1.927
C -1.026 -1.442 -0.772
N -0.696 -1.234 0.674
C -1.251 -2.362 1.490
C -2.753 -2.287 1.728
C -3.142 -0.998 2.480
C -1.963 -0.032 2.502
C -1.365 0.045 1.111
C -0.316 -1.139 -3.647
C 0.660 -1.681 -4.486
C 0.344 -2.147 -5.758
C -0.964 -2.084 -6.214
C -1.955 -1.549 -5.400
C -1.629 -1.081 -4.134
C -0.167 1.335 -1.912
C 0.883 2.210 -2.207
C 0.672 3.579 -2.313
C -0.598 4.106 -2.115
C -1.657 3.258 -1.822
C -1.439 1.887 -1.733
H 2.556 -0.285 -1.619
H 2.052 -1.963 -1.733
H -0.838 -2.493 -1.020
H -2.092 -1.262 -0.951
H -0.729 -2.368 2.446
H -0.989 -3.282 0.991
H -3.030 -3.173 2.303
H -3.291 -2.362 0.781
H -3.501 -1.211 3.487
H -3.965 -0.505 1.955
H -1.198 -0.323 3.227
H -2.289 0.970 2.787
H -0.675 0.865 1.028
H -2.168 0.264 0.404
H 1.687 -1.744 -4.140
H 1.120 -2.562 -6.390
H -1.212 -2.449 -7.203
H -2.977 -1.496 -5.754
H -2.419 -0.654 -3.521
H 1.883 1.819 -2.356
H 1.502 4.237 -2.545
H -0.762 5.174 -2.194
H -2.652 3.660 -1.677
H -2.286 1.240 -1.530
Br 1.649 -3.542 0.888
*
```

Summary:
<S²>   0.76
E   -127397.183 eV
ΔE to the lowest compared entry with this formula, charge and spin   0.0000 eV
Lowest unoccupied orbital energy (spin up / spin down)   -1.052 / -0.647 eV



[2]
Formula: C5H8O
Source: the Open Molecules 2025 dataset
Level of theory: the ωB97M-V functional and the def2-TZVPD basis

Structure (ORCA input):
```
! wB97M-V def2-TZVPD RIJCOSX def2/J DEFGRID3
* xyz 0 1
C -0.070 1.287 0.294
C 1.157 0.788 0.326
C 1.457 -0.640 -0.009
O 0.386 -1.381 -0.551
C -0.970 -1.024 -0.311
C -1.272 0.467 -0.073
H -0.244 2.334 0.530
H 2.012 1.407 0.596
H 1.885 -1.125 0.887
H 2.244 -0.653 -0.776
H -1.378 -1.619 0.519
H -1.491 -1.350 -1.217
H -1.738 0.914 -0.959
H -2.009 0.557 0.734
*
```

Summary:
E   -7360.967 eV
ΔE to the lowest compared entry with this formula, charge and spin   1.2886 eV
SMILES   C1=CCOCC1
Lowest unoccupied orbital energy   1.036 eV



[3]
Formula: C2H3N3O
Source: the Open Molecules 2025 dataset
Level of theory: the ωB97M-V functional and the def2-TZVPD basis

Structure (ORCA input):
```
! wB97M-V def2-TZVPD RIJCOSX def2/J DEFGRID3
* xyz 0 1
C 0.415 0.090 1.361
N 1.103 -0.451 0.342
N 0.413 -0.517 -0.675
C -0.654 0.271 -1.039
N -1.174 1.009 -0.070
O -0.877 0.112 1.235
H 0.762 0.074 2.462
H 0.923 -0.872 -1.378
H -0.910 0.285 -2.238
*
```

Summary:
E   -8635.353 eV
ΔE to the lowest compared entry with this formula, charge and spin   5.1412 eV
SMILES   C1=NNC=NO1
Lowest unoccupied orbital energy   0.068 eV



[4]
Formula: C16H36Br2NO10P3
Source: the Open Molecules 2025 dataset
Level of theory: the ωB97M-V functional and the def2-TZVPD basis

Structure (ORCA input):
```
! wB97M-V def2-TZVPD RIJCOSX def2/J DEFGRID3
* xyz 0 1
C -1.395 1.610 -4.812
C -2.026 0.268 -4.508
O -2.902 0.292 -3.388
C -2.457 -0.430 -2.264
C -1.470 0.398 -1.436
C -0.731 -0.364 -0.345
Br -2.057 -0.990 0.953
O -0.017 -1.494 -0.742
C 0.798 -1.337 -1.897
C 1.791 -0.182 -1.844
N 3.010 -0.483 -1.046
C 2.694 -0.946 0.332
C 2.978 -2.437 0.389
O 2.263 -3.308 0.053
Br 4.770 -2.901 1.070
P 3.896 1.032 -0.982
C 3.176 2.133 0.307
C 3.792 3.527 0.172
C 5.659 0.670 -0.624
C 6.434 0.644 -1.968
P 2.400 0.172 -3.573
O 3.726 -0.403 -3.825
O 1.366 -0.416 -4.664
O 2.304 1.743 -3.799
H -0.668 1.469 -5.612
H -2.152 2.298 -5.181
H -0.856 2.048 -3.975
H -2.617 -0.019 -5.380
H -1.287 -0.524 -4.372
H -2.063 -1.418 -2.518
H -3.333 -0.596 -1.643
H -2.051 1.171 -0.934
H -0.763 0.933 -2.071
H -0.122 0.343 0.220
H 1.385 -2.252 -1.970
H 0.161 -1.318 -2.780
H 1.358 0.763 -1.501
H 1.693 -0.716 0.683
H 3.396 -0.483 1.020
H 2.116 2.243 0.069
H 3.237 1.778 1.339
H 3.332 4.170 0.920
H 3.563 3.961 -0.798
H 4.870 3.516 0.312
H 5.750 -0.301 -0.141
H 6.069 1.464 -0.003
H 5.816 1.103 -2.738
H 6.599 -0.383 -2.275
H 7.348 1.229 -1.916
H 1.437 -1.379 -4.615
H 2.415 1.890 -4.750
C -5.472 0.823 6.881
O -4.911 0.753 5.572
P -5.160 -0.525 4.589
O -6.301 -1.234 5.225
O -3.682 -1.129 4.859
C -3.353 -1.628 6.149
O -5.129 -1.114 3.075
C -5.465 -2.495 2.943
H -6.289 1.543 6.903
H -5.822 -0.138 7.244
H -4.670 1.181 7.529
H -4.210 -2.127 6.606
H -2.995 -0.827 6.798
H -2.549 -2.348 6.015
H -6.545 -2.623 2.945
H -5.017 -3.091 3.736
H -5.065 -2.812 1.981
*
```

Summary:
E   -207093.186 eV
SMILES   CCOCC[C@@H](Br)OC[C@@H](N(CC(=O)Br)P(CC)CC)P(=O)(O)O.COP(=O)(OC)OC
Lowest unoccupied orbital energy   -0.376 eV